Below is the molecule C20H18FN5O3S at a distorted geometry, with properties calculated with the ωB97M-V functional and the def2-TZVPD basis.

```
48
Properties=species:S:1:pos:R:3:forces:R:3:lowdin_charge:R:1
C 7.78278 -3.28963 1.17621 -0.007 0.884 -1.074 -0.030
C 6.31450 -3.10387 0.84580 0.020 0.225 0.545 -0.323
C 5.63828 -4.02908 0.05621 -0.756 -0.276 -0.708 0.005
C 4.29814 -3.85761 -0.29168 -0.033 -0.174 0.555 -0.171
C 3.56083 -4.90789 -1.08464 1.834 -0.503 0.225 -0.035
C 3.63160 -2.71958 0.21755 0.442 -0.087 -0.179 -0.127
C 2.28575 -2.21165 0.06461 -0.435 -0.112 0.064 -0.289
N 1.31085 -2.78391 -0.67511 -0.517 -0.094 -0.597 0.160
C 2.08238 -1.03227 0.71749 0.153 1.674 0.594 -0.381
C 0.86326 -0.19134 0.70132 -1.846 -1.560 -0.362 -0.395
O -0.23466 -0.68562 0.31412 2.056 1.581 0.533 0.009
N 0.97395 1.08832 1.24823 -0.871 -0.402 -0.638 0.108
N -0.13668 1.98379 1.17584 0.926 -0.003 -0.612 -0.026
C -1.26708 1.65966 2.01657 -0.318 -0.497 -1.051 -0.038
C -2.33972 2.73184 2.04344 -2.554 0.915 1.384 -0.350
O -3.07026 2.74573 3.04447 1.045 -0.036 -1.647 0.057
N -2.58520 3.59964 0.96073 1.920 -1.761 -0.215 0.012
C -3.76716 4.36844 0.78052 -0.391 0.918 0.414 -0.138
C -4.10618 5.29618 1.80792 -0.955 0.283 -0.858 0.015
C -5.19775 6.18717 1.65364 1.403 -1.282 -0.138 -0.077
C -5.93163 6.17803 0.47740 0.263 -0.178 -0.031 -0.098
C -5.60578 5.30425 -0.55366 1.036 -1.174 -0.100 -0.003
C -4.53557 4.35611 -0.41828 -0.896 1.911 1.565 -0.186
F -4.27669 3.52656 -1.43626 0.192 -0.018 0.211 0.079
C -1.50519 3.74220 -0.05251 -0.338 -1.390 0.013 -0.006
C -0.19711 2.96230 0.19155 1.061 -0.567 -0.198 -0.380
O 0.76184 3.20189 -0.52573 -0.762 -0.128 0.517 0.070
S 3.51244 -0.46917 1.57892 0.318 -0.536 -0.305 1.075
C 4.40158 -1.86161 0.99525 0.757 0.240 0.702 -0.507
N 5.68331 -2.05132 1.34203 -0.179 0.558 -0.073 0.102
H 8.38298 -3.07406 0.25174 -0.421 -0.296 0.796 0.099
H 8.11571 -2.60740 1.94973 -0.173 0.225 0.039 0.072
H 7.99738 -4.28259 1.51234 0.080 -0.725 0.014 0.065
H 6.17117 -4.90000 -0.30810 -0.051 0.000 -0.018 0.117
H 2.75812 -5.32758 -0.51438 -0.734 -0.087 0.237 0.075
H 4.25708 -5.75469 -1.26459 -0.427 0.511 -0.110 0.091
H 3.24317 -4.50752 -2.02688 -0.428 0.085 -0.500 0.083
H 1.28368 -3.77991 -0.76762 0.001 -0.059 -0.122 0.084
H 0.42812 -2.27485 -0.67344 0.165 -0.345 0.180 0.089
H 1.93286 1.42448 1.32231 -0.698 0.710 -0.030 0.106
H -0.93116 1.49470 3.02109 0.108 0.134 0.564 0.130
H -1.73645 0.69812 1.67763 0.206 0.824 0.157 0.146
H -3.51339 5.32649 2.72521 -0.145 -0.160 -0.451 0.118
H -5.40740 6.90069 2.42643 -0.134 0.123 0.272 0.096
H -6.74728 6.88555 0.39049 -0.003 -0.116 -0.295 0.105
H -6.14776 5.32312 -1.49690 0.071 -0.097 0.200 0.114
H -1.82259 3.34466 -1.04589 0.043 0.477 0.615 0.144
H -1.20856 4.77372 -0.15062 -0.028 0.384 -0.082 0.133
```
Forces are in eV/Å.

Summary:
SMILES string: Cc1cc(C)c2c(N)c(C(=O)NN3CC(=O)N(c4ccccc4F)CC3=O)sc2n1

=====

Below is a cluster of 2 separate species, C21H30IO5P in total at a distorted geometry, with properties calculated with the ωB97M-V functional and the def2-TZVPD basis.

```
58
Properties=species:S:1:pos:R:3:forces:R:3:lowdin_charge:R:1
C -0.43619 -3.21426 5.29704 -0.126 -0.460 0.060 0.009
C -0.96054 -3.90227 4.25513 0.171 0.277 0.339 -0.146
C -0.23460 -4.06214 2.91975 0.689 -1.223 1.078 -0.147
C 0.05611 -2.69129 2.39326 -0.119 0.130 -0.433 -0.185
C -0.80002 -1.94691 1.66742 -0.425 -0.232 0.565 -0.247
P -2.17171 -2.65025 0.69252 0.341 -0.160 -0.577 0.993
C -3.36985 -3.52401 1.77207 -0.361 0.268 0.315 -0.286
C -3.13793 -1.21049 0.07576 -0.565 -0.076 0.346 -0.428
C -3.87736 -1.53439 -1.23130 0.195 0.542 -0.070 -0.169
C -0.52484 -0.46850 1.71861 0.321 -0.027 -0.108 -0.334
O -1.40744 0.32034 1.93045 -0.304 0.193 -0.059 0.118
C 0.90616 -0.06704 1.52106 1.321 -0.764 -1.123 -0.104
C 1.20925 1.30746 1.11184 -0.191 0.062 -0.426 -0.123
C 0.63686 2.01068 0.10371 0.164 0.049 0.427 0.052
C 1.83063 -1.02087 1.74382 -0.139 0.244 0.197 -0.201
C 3.19298 -1.00181 1.15065 0.277 -0.423 -0.105 -0.666
I 4.55040 0.18615 2.34042 -0.012 0.055 -0.030 0.873
C 3.78396 -2.39682 0.93254 -0.132 -0.255 0.230 -0.308
C 2.84572 -3.33269 0.15194 0.137 -0.094 -0.254 -0.072
C 1.40927 -2.11734 2.67165 -0.385 0.144 0.050 -0.316
O 2.11583 -2.49143 3.57697 0.327 -0.300 -0.122 0.122
H -0.99241 -2.42793 5.80092 -0.659 -1.108 0.980 0.059
H 0.54523 -3.43732 5.70370 0.717 1.125 -1.094 0.063
H -1.95070 -4.33900 4.37359 -0.649 1.255 -0.775 0.091
H -0.82598 -4.66375 2.23234 0.003 0.086 -0.155 0.093
H 0.70964 -4.58634 3.10659 0.063 0.023 -0.244 0.123
H -3.58216 -3.02331 2.71721 0.088 0.058 0.008 0.046
H -3.08760 -4.55477 1.96942 0.166 0.014 -0.030 0.024
H -4.30661 -3.55892 1.21058 0.035 0.008 -0.096 0.037
H -2.50328 -0.33747 -0.03925 0.208 -0.133 -0.101 0.060
H -3.87230 -0.92975 0.83472 0.087 0.128 0.061 0.081
H -4.00376 -0.61130 -1.80026 -0.060 0.004 -0.010 0.065
H -3.30259 -2.20765 -1.86589 -0.139 -0.186 0.028 0.053
H -4.88299 -1.90882 -1.05074 0.089 -0.333 -0.029 0.063
H 1.94470 1.80466 1.74911 -1.042 0.419 0.869 0.081
H 0.17623 2.96780 0.33499 1.384 0.767 -0.443 0.061
H 0.63740 1.69478 -0.93499 -1.391 -0.790 0.226 0.069
H 3.15679 -0.52031 0.17520 -0.108 0.393 0.181 0.093
H 4.71638 -2.30912 0.37700 0.096 0.127 0.139 0.099
H 4.01575 -2.84474 1.89758 0.039 0.066 0.037 0.089
H 2.99446 -4.36611 0.46424 -0.023 -0.002 0.066 0.079
H 1.78641 -3.10130 0.26404 -0.025 0.022 0.092 0.067
H 3.06281 -3.30974 -0.91683 -0.065 0.133 -0.028 0.076
C 0.89866 5.78988 -6.43837 -0.038 0.199 0.180 -0.066
C 0.94523 4.47827 -5.68459 -0.023 -0.061 -0.399 -0.211
O 1.14524 4.66923 -4.27525 0.054 -0.036 0.021 0.037
C 0.08440 5.10579 -3.59961 0.043 -0.022 0.014 -0.614
O -1.00902 5.32438 -4.05189 -0.032 -0.007 -0.009 0.124
O 0.44145 5.25547 -2.32309 0.020 -0.002 0.048 0.000
C -0.58218 5.80039 -1.48783 -0.098 0.029 0.200 -0.043
H 1.79843 6.37379 -6.24002 0.057 -0.065 -0.075 0.082
H 0.82467 5.60663 -7.51020 0.035 -0.034 0.001 0.080
H 0.04259 6.38890 -6.13274 -0.058 -0.069 -0.027 0.074
H 1.79685 3.88784 -6.01696 0.065 -0.011 0.179 0.121
H 0.04658 3.88487 -5.85351 -0.080 0.090 0.107 0.124
H -1.49433 5.21085 -1.55200 -0.021 0.037 -0.105 0.096
H -0.78308 6.83422 -1.76381 -0.079 -0.031 -0.061 0.098
H -0.20759 5.76783 -0.46871 0.155 -0.039 -0.059 0.090
```
Forces are in eV/Å.

Summary:
SMILES string: C=CCC1=C(P(C)CC)C(=O)C(C=C)=C([C@@H](I)CC)C1=O.CCOC(=O)OC

=====

no.,DFT total energy (eV)
1,-48178.1670
2,-49885.0581